(1)
The following is a DFT calculation (the ωB97M-V functional and the def2-TZVPD basis) of one molecule with the formula C4H8O2.

Cartesian coordinates (Å):
1 C -1.75 0.15 -0.56
2 O -1.20 -0.02 0.73
3 C -0.15 -0.95 0.72
4 C 1.06 -0.47 -0.08
5 C 1.51 0.97 0.13
6 O 1.64 -1.22 -0.84
7 H -2.57 0.87 -0.47
8 H -1.00 0.53 -1.27
9 H -2.14 -0.81 -0.95
10 H 0.14 -1.10 1.77
11 H -0.47 -1.92 0.30
12 H 2.50 0.95 0.59
13 H 0.83 1.54 0.76
14 H 1.62 1.48 -0.83

## Properties
- Charge: 0
- E_HOMO: -0.35038 Ha
- F_max: 0.478 eV/Å
- Electronic energy: -307.66155 Eh

These are the Mulliken partial charges, in e, on atoms 1 to 2: number 1, C, carries -0.628; number 2, O, carries -0.369

---

(2)
The following is a DFT calculation (the ωB97M-V functional and the def2-TZVPD basis) of one molecule with the formula C4H8O2.

Cartesian coordinates (Å):
1 O -1.20 -1.79 0.03
2 C -0.07 -0.95 -0.05
3 C -0.18 0.20 -1.07
4 C 0.54 1.34 -0.36
5 O 0.19 1.18 1.00
6 C 0.27 -0.20 1.27
7 H -1.97 -1.23 0.22
8 H 0.75 -1.63 -0.32
9 H -1.24 0.46 -1.19
10 H 0.22 -0.05 -2.05
11 H 0.24 2.34 -0.68
12 H 1.63 1.25 -0.49
13 H 1.28 -0.46 1.62
14 H -0.45 -0.45 2.06

## Properties
- Charge: 0
- E_HOMO: -0.35737 Ha
- F_max: 0.341 eV/Å
- Electronic energy: -307.66678 Eh

These are the Mulliken partial charges, in e, on atoms 1 to 2: number 1, O, carries -0.550; number 2, C, carries 0.092

---

(3)
The following is a DFT calculation (the ωB97M-V functional and the def2-TZVPD basis) of one molecule with the formula C4H8O2.

Cartesian coordinates (Å):
1 C -1.97 0.31 -0.43
2 C -0.88 -0.57 0.19
3 C 0.42 0.18 0.29
4 O 0.43 1.34 0.67
5 C 1.79 -0.42 -0.05
6 O 2.68 0.63 -0.30
7 H -2.05 1.26 0.11
8 H -2.94 -0.18 -0.40
9 H -1.75 0.55 -1.48
10 H -0.77 -1.51 -0.36
11 H -1.17 -0.83 1.21
12 H 2.14 -1.04 0.80
13 H 1.77 -1.08 -0.92
14 H 2.34 1.39 0.21

## Properties
- Charge: 0
- E_HOMO: -0.37084 Ha
- F_max: 0.598 eV/Å
- Electronic energy: -307.67858 Eh

These are the Mulliken partial charges, in e, on atoms 1 to 2: number 1, C, carries -1.118; number 2, C, carries -0.271

---

(4)
The following is a DFT calculation (the ωB97M-V functional and the def2-TZVPD basis) of C4H8O2 as an isolated structure.

Cartesian coordinates (Å):
1 C -2.27 0.29 -0.21
2 O -0.89 0.28 -0.48
3 C -0.16 0.79 0.61
4 C 1.75 -1.21 -0.31
5 C 2.63 -0.28 -0.78
6 O 2.42 -1.29 0.75
7 H -2.53 -0.36 0.64
8 H -2.61 1.31 0.02
9 H -2.79 -0.06 -1.11
10 H -0.18 0.10 1.46
11 H -0.55 1.76 0.94
12 H 0.77 -1.64 -0.51
13 H 0.86 0.95 0.26
14 H 3.53 -0.64 -1.28

## Properties
- Charge: 0
- E_HOMO: -0.33623 Ha
- F_max: 0.356 eV/Å
- Electronic energy: -307.49301 Eh

These are the Mulliken partial charges, in e, on atoms 1 to 2: number 1, C, carries -0.660; number 2, O, carries -0.307

---

(5)
The following is a DFT calculation (the ωB97M-V functional and the def2-TZVPD basis) of one molecule with the formula C4H8O2.

Cartesian coordinates (Å):
1 O 1.85 1.03 0.53
2 C 1.67 -0.24 -0.03
3 C 0.28 -0.82 0.22
4 C -0.79 -0.09 -0.58
5 C -1.98 0.42 0.10
6 O -0.90 1.29 -0.22
7 H 1.08 1.56 0.31
8 H 1.87 -0.24 -1.12
9 H 2.43 -0.89 0.43
10 H 0.26 -1.89 0.01
11 H 0.06 -0.69 1.29
12 H -0.85 -0.26 -1.66
13 H -2.10 0.16 1.15
14 H -2.89 0.65 -0.44

## Properties
- Charge: 0
- E_HOMO: -0.37129 Ha
- F_max: 0.449 eV/Å
- Electronic energy: -307.63690 Eh

These are the Mulliken partial charges, in e, on atoms 1 to 2: number 1, O, carries -0.528; number 2, C, carries -0.456

---

(6)
The following is a DFT calculation (the ωB97M-V functional and the def2-TZVPD basis) of a 2-piece molecular cluster, C4H8O2 overall at a distorted geometry.

Cartesian coordinates (Å):
1 C 1.81 0.36 -0.66
2 C 1.27 -0.52 0.16
3 C -0.07 -1.07 -0.13
4 C -0.93 -1.56 0.77
5 O -0.59 -0.78 -1.39
6 H 1.51 0.55 -1.67
7 H 2.72 0.87 -0.35
8 H 1.65 -0.93 1.09
9 H -1.99 -1.49 0.59
10 H -0.58 -1.90 1.73
11 H -0.66 0.18 -1.50
12 O -1.02 2.23 0.49
13 H -1.33 1.35 0.73
14 H -1.78 2.71 0.15

## Properties
- Charge: 0
- E_HOMO: -0.33046 Ha
- F_max: 1.820 eV/Å
- Electronic energy: -307.62721 Eh

These are the Mulliken partial charges, in e, on atoms 1 to 2: number 1, C, carries -0.752; number 2, C, carries -0.113

---

(7)
The following is a DFT calculation (the ωB97M-V functional and the def2-TZVPD basis) of one molecule with the formula C4H8O2.

Cartesian coordinates (Å):
1 C 2.19 0.61 -0.57
2 O 0.81 0.36 -0.56
3 C 0.39 -0.31 0.61
4 C -1.09 -0.57 0.51
5 C -1.90 0.18 -0.23
6 O -3.22 -0.05 -0.45
7 H 2.43 1.07 -1.53
8 H 2.77 -0.32 -0.47
9 H 2.49 1.29 0.24
10 H 0.65 0.29 1.50
11 H 0.92 -1.27 0.71
12 H -1.47 -1.44 1.04
13 H -1.56 1.07 -0.75
14 H -3.44 -0.91 -0.07

## Properties
- Charge: 0
- E_HOMO: -0.32082 Ha
- F_max: 0.380 eV/Å
- Electronic energy: -307.63749 Eh

These are the Mulliken partial charges, in e, on atoms 1 to 2: number 1, C, carries -0.706; number 2, O, carries -0.286

---

(8)
The following is a DFT calculation (the ωB97M-V functional and the def2-TZVPD basis) of one molecule with the formula C4H8O2 at a distorted geometry.

Cartesian coordinates (Å):
1 C 0.00 0.51 -1.80
2 C 0.20 -0.60 -0.77
3 C 0.26 -0.22 0.70
4 O 1.26 0.67 1.03
5 C -0.88 -0.03 1.63
6 O -0.66 0.56 2.68
7 H -0.02 0.07 -2.81
8 H 0.82 1.24 -1.78
9 H -0.94 1.04 -1.65
10 H 1.16 -1.10 -0.97
11 H -0.58 -1.36 -0.87
12 H 0.26 -1.23 1.31
13 H 0.94 1.02 1.89
14 H -1.81 -0.57 1.41

## Properties
- Charge: 0
- E_HOMO: -0.36291 Ha
- F_max: 1.558 eV/Å
- Electronic energy: -307.64959 Eh

These are the Mulliken partial charges, in e, on atoms 1 to 2: number 1, C, carries -1.090; number 2, C, carries -0.329

---

(9)
The following is a DFT calculation (the ωB97M-V functional and the def2-TZVPD basis) of one molecule with the formula C4H8O2.

Cartesian coordinates (Å):
1 C 1.61 -0.49 -0.95
2 O 0.36 0.15 -1.11
3 C -0.56 -0.41 -0.23
4 C -0.37 -0.15 1.24
5 C -1.45 0.56 0.47
6 O -1.30 1.91 0.18
7 H 1.56 -1.54 -1.26
8 H 1.92 -0.46 0.11
9 H 2.35 0.03 -1.56
10 H -0.94 -1.39 -0.54
11 H 0.46 0.50 1.52
12 H -0.60 -0.94 1.95
13 H -2.49 0.29 0.65
14 H -0.55 1.97 -0.44

## Properties
- Charge: 0
- E_HOMO: -0.34825 Ha
- F_max: 0.323 eV/Å
- Electronic energy: -307.62507 Eh

These are the Mulliken partial charges, in e, on atoms 1 to 2: number 1, C, carries -0.716; number 2, O, carries -0.373

---

(10)
The following is a DFT calculation (the ωB97M-V functional and the def2-TZVPD basis) of one molecule with the formula C4H8O2.

Cartesian coordinates (Å):
1 C -1.23 -1.02 0.08
2 C -0.21 0.02 0.55
3 C -0.45 1.34 -0.17
4 O -0.65 1.38 -1.37
5 C 1.26 -0.32 0.17
6 O 1.88 0.78 -0.47
7 H -2.25 -0.73 0.37
8 H -1.04 -2.01 0.51
9 H -1.20 -1.10 -1.01
10 H -0.30 0.18 1.63
11 H -0.37 2.27 0.42
12 H 1.86 -0.52 1.06
13 H 1.30 -1.21 -0.47
14 H 1.39 0.93 -1.29

## Properties
- Charge: 0
- E_HOMO: -0.36726 Ha
- F_max: 0.591 eV/Å
- Electronic energy: -307.65967 Eh

These are the Mulliken partial charges, in e, on atoms 1 to 2: number 1, C, carries -1.460; number 2, C, carries 0.599